DFT (the ωB97M-V functional and the def2-TZVPD basis) results for a cluster of 2 separate species, C16H15NO2S2 in total.

Each line ends with the natural charge from an NBO analysis.
Positions of all 36 atoms, in Å:
1 C 0.306 -1.423 -1.906  -0.183
2 N 1.280 -0.500 -2.163  0.429
3 O 2.502 -0.842 -2.282  -0.537
4 O 0.984 0.741 -2.179  -0.551
5 C -1.071 -1.079 -2.043  -0.088
6 C -1.491 0.260 -2.252  -0.219
7 C -2.848 0.587 -2.283  -0.223
8 C -3.820 -0.412 -2.166  -0.245
9 C -3.431 -1.768 -2.051  -0.230
10 C -2.078 -2.086 -2.030  -0.209
11 H 0.657 -2.453 -1.809  0.206
12 H -0.716 0.993 -2.431  0.270
13 H -3.101 1.644 -2.396  0.204
14 H -4.887 -0.147 -2.155  0.203
15 H -4.181 -2.554 -1.962  0.208
16 H -1.728 -3.129 -2.041  0.200
17 C 0.066 3.730 0.506  -0.141
18 C 1.416 3.344 0.344  -0.224
19 C 1.827 2.066 0.728  -0.061
20 C 0.900 1.128 1.224  -0.185
21 C 1.319 -0.221 1.581  -0.214
22 S 0.341 -1.212 2.596  0.405
23 C 1.642 -2.262 3.416  -0.519
24 C 2.892 -2.241 2.567  -0.528
25 S 2.972 -0.684 1.542  0.463
26 C -0.404 1.572 1.525  -0.135
27 C -0.835 2.839 1.130  -0.214
28 H -0.280 4.711 0.144  0.227
29 H 2.131 4.051 -0.103  0.232
30 H 2.884 1.811 0.677  0.218
31 H 1.833 -1.931 4.450  0.237
32 H 1.201 -3.267 3.433  0.251
33 H 3.802 -2.325 3.178  0.254
34 H 2.861 -3.035 1.806  0.245
35 H -1.068 0.945 2.114  0.223
36 H -1.879 3.149 1.291  0.230

Results
**E_tot**: -1620.09262 Ha
**Energy relative to the best compared isomer or geometry (same formula, charge and spin)**: 155.1 kcal per mole
**E_HOMO**: -0.22242 Ha
**Charge**: 0
**HOMO-LUMO gap**: 3.68 eV